[1]
{
  "formula": "C6H10O",
  "method": "ωB97M-V/def2-TZVPD",
  "species": ["C", "C", "C", "C", "C", "C", "O", "H", "H", "H", "H", "H", "H", "H", "H", "H", "H"],
  "positions_angstrom": [[-2.0771, 1.1183, 0.1381], [-0.8746, 1.3722, -0.3659], [0.4227, 1.2509, 0.3758], [1.4063, 0.2699, -0.3093], [1.0189, -1.0682, 0.2810], [0.0159, -2.0186, -0.7629], [1.3084, -1.3935, 1.4090], [-2.9787, 1.2617, -0.4509], [-2.2041, 0.7640, 1.1590], [-0.7882, 1.7139, -1.3986], [0.8890, 2.2389, 0.4537], [0.2474, 0.9041, 1.4019], [2.4412, 0.5915, -0.1240], [1.2532, 0.2278, -1.3880], [1.2994, -2.2055, -0.6766], [-0.3609, -1.9474, -1.8409], [-0.6136, -2.8799, -0.4092]],
  "atomic_forces_ev_per_a": [[0.10, 0.03, -0.05], [-0.21, 0.07, 0.03], [-0.09, 0.16, 0.04], [-0.12, -0.09, -0.24], [-2.50, 0.19, -0.01], [3.15, -0.17, 1.06], [-0.37, -0.34, -1.12], [0.13, -0.06, 0.06], [0.05, 0.07, -0.12], [-0.06, -0.03, 0.11], [-0.01, -0.09, -0.11], [0.03, 0.18, -0.19], [-0.27, -0.53, 0.23], [-0.03, 0.22, -0.03], [-2.59, -1.69, -1.84], [1.38, 1.26, 1.41], [1.41, 0.82, 0.77]],
  "lowdin_charge": [0.00, -0.20, -0.20, -0.14, -0.49, 0.02, 0.06, 0.05, 0.06, 0.10, 0.12, 0.11, 0.12, 0.11, 0.14, 0.07, 0.05],
  "smiles": "C=CCCC(C)=O",
  "e_above_lowest_kcal_mol": 72.97,
  "gap_ev": 10.2
}

[2]
{
  "formula": "C33H80ClN8O9",
  "method": "ωB97M-V/def2-TZVPD",
  "species": ["Cl", "O", "O", "O", "O", "C", "C", "N", "C", "C", "C", "C", "H", "H", "H", "H", "H", "H", "H", "H", "H", "H", "H", "H", "H", "H", "H", "C", "C", "N", "C", "C", "C", "C", "H", "H", "H", "H", "H", "H", "H", "H", "H", "H", "H", "H", "H", "H", "H", "C", "C", "N", "C", "C", "C", "C", "H", "H", "H", "H", "H", "H", "H", "H", "H", "H", "H", "H", "H", "H", "H", "C", "O", "N", "C", "C", "H", "H", "H", "H", "H", "H", "H", "C", "O", "N", "C", "C", "H", "H", "H", "H", "H", "H", "H", "C", "O", "N", "C", "C", "H", "H", "H", "H", "H", "H", "H", "C", "O", "N", "C", "C", "H", "H", "H", "H", "H", "H", "H", "C", "O", "N", "C", "C", "H", "H", "H", "H", "H", "H", "H"],
  "positions_angstrom": [[-0.7898, -0.4513, -0.2901], [0.4912, -0.1801, 0.3415], [-1.4781, 0.8089, -0.4751], [-0.5843, -1.1484, -1.5347], [-1.5426, -1.2959, 0.6193], [-2.9544, -0.3440, 6.4321], [-2.1264, 0.2572, 5.3038], [-2.9492, 0.9440, 4.2951], [-3.7623, -0.0540, 3.5637], [-4.7252, 0.5857, 2.5650], [-2.0719, 1.6607, 3.3816], [-1.2426, 2.7627, 4.0406], [-3.6174, 0.3617, 6.9374], [-2.2739, -0.7294, 7.2016], [-3.5449, -1.2177, 6.1542], [-1.4930, 1.0020, 5.7828], [-1.5366, -0.5523, 4.8502], [-3.0489, -0.7170, 3.0448], [-4.3450, -0.5996, 4.2977], [-5.2519, -0.2828, 2.1555], [-5.4217, 1.2685, 3.0508], [-4.2025, 1.1025, 1.7633], [-2.6424, 2.0999, 2.5672], [-1.3355, 0.9560, 2.9431], [-0.4467, 2.3504, 4.6602], [-1.8830, 3.4042, 4.6560], [-0.7817, 3.3979, 3.2852], [0.7436, 4.1614, 0.5540], [1.6002, 3.7611, 1.7662], [2.9921, 3.4537, 1.3943], [3.7965, 3.2911, 2.5926], [3.8721, 4.5543, 3.4452], [3.0277, 2.1935, 0.6363], [4.3211, 2.0381, -0.1481], [-0.3029, 3.9853, 0.8034], [1.0144, 3.6672, -0.3781], [0.9131, 5.2161, 0.3054], [1.5111, 4.5962, 2.4559], [1.1504, 2.8587, 2.2153], [4.8150, 3.1050, 2.2475], [3.5269, 2.4582, 3.2655], [2.9522, 4.7889, 3.9771], [4.1262, 5.4327, 2.8423], [4.6964, 4.4761, 4.1594], [2.9869, 1.3558, 1.3456], [2.2206, 2.1655, -0.0859], [4.4504, 2.7791, -0.9354], [5.1639, 2.1580, 0.5429], [4.4588, 1.0248, -0.5288], [4.0385, 0.5138, -6.6610], [3.4303, 1.0295, -5.3788], [3.0425, -0.0547, -4.5083], [2.2451, 0.3026, -3.3364], [0.9569, 1.0424, -3.6480], [4.1132, -0.9745, -4.1486], [5.3238, -0.2760, -3.5125], [3.5721, -0.4009, -7.0190], [5.0938, 0.2753, -6.4771], [4.0602, 1.2890, -7.4270], [4.1439, 1.7215, -4.8977], [2.5188, 1.5699, -5.6218], [1.8760, -0.6289, -2.8979], [2.8520, 0.8398, -2.5891], [0.1529, 0.4075, -4.0291], [0.4781, 1.3278, -2.6973], [1.0182, 1.9629, -4.2289], [4.3924, -1.6107, -4.9913], [3.7280, -1.6288, -3.3712], [6.1213, -0.9992, -3.3095], [5.0790, 0.1951, -2.5618], [5.7602, 0.4888, -4.1590], [-4.9793, -0.9873, -0.8650], [-5.6460, -1.8727, -0.3594], [-5.4774, 0.2495, -1.1133], [-6.8057, 0.5801, -0.6672], [-4.7046, 1.2553, -1.8127], [-3.9100, -1.0486, -1.1232], [-7.4243, -0.2381, -0.3157], [-7.3822, 0.9983, -1.4998], [-6.7502, 1.2953, 0.1596], [-3.9114, 0.7791, -2.3859], [-5.3575, 1.6901, -2.5753], [-4.2827, 2.0249, -1.1649], [-0.5730, -3.0756, 3.7293], [-1.1027, -3.0566, 4.8171], [0.6296, -3.6714, 3.4872], [1.2852, -3.5647, 2.2135], [1.3856, -4.2833, 4.5461], [-1.0176, -2.7460, 2.7744], [2.1467, -2.8849, 2.2682], [0.6103, -3.1643, 1.4569], [1.6864, -4.5179, 1.8574], [0.9131, -4.1998, 5.5245], [1.4321, -5.3762, 4.4144], [2.4047, -3.9002, 4.6490], [2.0737, -3.6613, -1.3430], [1.6786, -4.7243, -1.7744], [3.3618, -3.2071, -1.4343], [3.7690, -2.0764, -0.6675], [4.3074, -3.9228, -2.1965], [1.3985, -2.9780, -0.8025], [2.9515, -1.6681, -0.0683], [4.1241, -1.2506, -1.2844], [4.5439, -2.3531, 0.0577], [3.8263, -4.7276, -2.7490], [4.7676, -3.3450, -3.0068], [5.1385, -4.3397, -1.6201], [-1.7790, -4.9640, -1.4279], [-1.1130, -5.4951, -2.2739], [-2.3490, -5.6219, -0.3966], [-2.9866, -4.9377, 0.6942], [-2.1655, -7.0312, -0.2251], [-1.8647, -3.8686, -1.4327], [-3.2086, -3.9133, 0.4460], [-2.4067, -4.9628, 1.6297], [-3.9117, -5.4488, 0.9810], [-1.6796, -7.4285, -1.1147], [-1.5429, -7.2574, 0.6444], [-3.1297, -7.5373, -0.1271], [-3.8727, 4.7268, -3.2495], [-4.6839, 4.1153, -3.9040], [-2.6328, 4.3054, -2.9426], [-1.6917, 5.1713, -2.2828], [-2.1401, 3.0091, -3.3428], [-4.0961, 5.7200, -2.8238], [-1.0805, 4.6105, -1.5731], [-2.2112, 5.9556, -1.7357], [-0.9821, 5.6151, -2.9898], [-1.1226, 3.0016, -3.7313], [-2.1531, 2.3642, -2.4567], [-2.7797, 2.5384, -4.0851]],
  "atomic_forces_ev_per_a": [[0.55, -0.09, 1.44], [0.14, 0.00, -0.40], [-0.16, -0.24, -0.46], [-0.17, 0.25, -0.22], [-0.30, 0.02, -0.34], [0.12, -0.58, 0.59], [-1.00, 0.16, 0.31], [-0.07, -0.13, 0.32], [0.71, 1.21, 0.00], [0.25, -0.89, 0.17], [0.85, -0.13, -0.07], [-0.44, 0.16, 0.17], [0.05, 0.21, -0.27], [0.03, 0.10, -0.09], [-0.01, 0.10, -0.25], [0.25, -0.11, -0.24], [0.22, 0.18, 0.00], [-0.39, -0.26, -0.06], [0.05, -0.23, 0.00], [-0.29, 0.41, -0.33], [-0.02, -0.03, 0.05], [-0.07, -0.07, -0.12], [-0.09, -0.09, 0.01], [-0.28, 0.03, -0.28], [0.02, 0.12, 0.01], [0.08, -0.08, 0.05], [0.02, -0.07, -0.08], [0.46, 0.49, -0.01], [-0.41, -0.62, -1.11], [-0.65, -0.03, 0.44], [0.84, 0.91, 0.22], [0.39, 0.45, -0.12], [0.71, 0.13, -0.27], [0.81, 0.04, 0.68], [-0.06, 0.07, -0.29], [-0.21, -0.49, 0.20], [-0.22, 0.04, 0.30], [0.40, -0.16, 0.27], [0.01, 0.19, 0.17], [0.01, -0.20, 0.14], [-0.37, -0.17, -0.37], [0.02, -0.14, 0.13], [-0.16, -0.14, -0.18], [-0.22, -0.19, 0.16], [-0.54, -0.14, -0.18], [-0.36, -0.26, 0.32], [-0.18, -0.06, -0.12], [0.04, 0.11, -0.18], [-0.35, 0.05, -0.25], [1.13, 0.02, 0.01], [-0.41, -0.12, 0.13], [-0.37, -0.68, 0.09], [-0.36, -0.11, -0.48], [-1.01, 0.47, 0.94], [0.11, 0.60, 0.59], [0.56, -0.26, -0.30], [-0.30, 0.13, -0.09], [-0.07, -0.14, -0.11], [-0.23, -0.07, -0.10], [-0.17, 0.18, -0.04], [0.04, 0.22, 0.07], [0.43, -0.02, 0.23], [-0.16, 0.10, 0.04], [0.47, -0.20, -0.59], [0.45, 0.12, 0.04], [0.25, -0.10, -0.14], [0.12, 0.17, -0.08], [-0.32, -0.18, -0.25], [-0.08, 0.00, 0.01], [-0.12, 0.08, -0.05], [-0.04, -0.02, -0.01], [-0.33, 0.48, 0.29], [0.44, -0.31, -0.02], [0.15, -0.63, 0.16], [-0.59, 0.73, -0.14], [-0.47, -0.26, -0.60], [-0.06, -0.35, -0.08], [0.64, -0.55, 0.01], [0.17, 0.33, 0.09], [-0.09, 0.19, -0.15], [0.20, -0.09, 0.32], [0.10, 0.38, 0.18], [-0.07, 0.02, 0.05], [0.48, -0.96, -0.64], [-0.36, 0.32, 0.28], [0.11, 0.19, 0.36], [0.45, 0.30, -0.52], [0.00, -0.95, 0.75], [-0.18, 0.45, 0.26], [-0.10, 0.04, 0.06], [-0.11, -0.02, 0.09], [-0.27, -0.14, 0.13], [-0.29, 0.54, -0.24], [0.25, 0.20, -0.35], [-0.06, 0.12, -0.30], [-0.29, -0.59, 0.15], [0.33, 0.32, -0.05], [-1.12, 0.20, 0.16], [0.22, 0.67, 0.70], [1.06, -0.80, -1.25], [0.16, 0.16, -0.03], [-0.24, -0.18, -0.23], [0.19, -0.07, -0.06], [0.16, 0.02, -0.17], [-0.25, -0.17, 0.43], [0.00, 0.43, 0.31], [-0.13, -0.02, 0.28], [0.56, 0.56, 0.21], [0.25, -0.76, -1.13], [-0.43, 0.23, 0.70], [-0.28, -0.28, 0.74], [0.11, -0.47, -0.51], [-0.50, 0.09, 0.38], [-0.05, 0.37, -0.13], [0.34, 0.11, -0.29], [-0.16, 0.11, -0.35], [0.09, 0.06, 0.05], [-0.03, 0.03, 0.08], [-0.03, 0.05, 0.18], [0.26, 0.18, 0.16], [-0.50, -0.35, -0.30], [0.33, 0.25, -0.28], [0.42, 0.06, 0.22], [-0.26, -1.00, 0.40], [0.05, 0.07, 0.02], [-0.21, -0.09, 0.09], [0.00, 0.07, -0.06], [-0.13, 0.11, -0.06], [0.03, 0.48, 0.02], [0.24, -0.11, -0.13], [-0.18, 0.28, -0.04]],
  "lowdin_charge": [0.61, -0.39, -0.38, -0.36, -0.39, -0.10, -0.26, -0.18, -0.23, -0.08, -0.26, -0.09, 0.07, 0.07, 0.06, 0.10, 0.10, 0.12, 0.10, 0.07, 0.08, 0.05, 0.10, 0.12, 0.06, 0.08, 0.04, -0.09, -0.25, -0.17, -0.28, -0.10, -0.25, -0.08, 0.07, 0.06, 0.07, 0.10, 0.11, 0.10, 0.12, 0.06, 0.08, 0.07, 0.12, 0.09, 0.08, 0.06, 0.04, -0.10, -0.28, -0.19, -0.23, -0.09, -0.25, -0.08, 0.08, 0.06, 0.07, 0.11, 0.10, 0.11, 0.11, 0.09, 0.06, 0.05, 0.11, 0.07, 0.07, 0.04, 0.06, -0.33, -0.01, -0.19, -0.06, -0.06, 0.13, 0.08, 0.09, 0.09, 0.08, 0.09, 0.09, -0.32, 0.01, -0.19, -0.07, -0.07, 0.12, 0.09, 0.07, 0.09, 0.08, 0.09, 0.09, -0.31, 0.03, -0.20, -0.06, -0.07, 0.12, 0.08, 0.05, 0.09, 0.09, 0.07, 0.09, -0.34, 0.01, -0.20, -0.06, -0.06, 0.14, 0.08, 0.08, 0.09, 0.08, 0.09, 0.09, -0.36, 0.01, -0.18, -0.06, -0.04, 0.13, 0.07, 0.09, 0.09, 0.07, 0.07, 0.09],
  "total_charge": -1,
  "e_above_lowest_kcal_mol": 0.00,
  "gap_ev": 8.4
}

[3]
{
  "formula": "C9H11N2O",
  "method": "ωB97M-V/def2-TZVPD",
  "species": ["C", "C", "C", "C", "C", "C", "C", "C", "C", "N", "N", "O", "H", "H", "H", "H", "H", "H", "H", "H", "H", "H", "H"],
  "positions_angstrom": [[3.3098, -0.3667, 0.1178], [2.4415, -1.0192, 0.9450], [2.8017, 0.7454, -0.5636], [1.1211, -0.6900, 1.2060], [1.4582, 1.1730, -0.3422], [0.6648, 0.4132, 0.4764], [-2.3557, -0.7074, 0.6773], [-2.4258, -0.6418, -0.8378], [-0.6875, 0.8520, 0.6885], [-1.6174, -0.0578, 1.3634], [-1.5282, 0.4958, -1.0666], [-1.0222, 2.1389, 0.9394], [4.1944, -0.7365, -0.3073], [2.7001, -1.9473, 1.4468], [3.3390, 1.5419, -1.1413], [0.3275, -1.3645, 1.6372], [1.0398, 1.9822, -0.8602], [-3.1659, -1.3357, 1.1377], [-1.9510, -1.5109, -1.1267], [-3.4476, -0.4533, -1.2863], [-0.7145, 0.3178, -1.7238], [-2.1823, 1.2979, -1.1968], [-0.3609, 2.7814, 0.3951]],
  "atomic_forces_ev_per_a": [[-1.61, 1.81, -1.80], [-0.49, -2.57, 1.86], [-1.38, 2.76, 0.25], [-0.83, 0.19, -1.71], [2.46, -2.00, 0.36], [-0.11, 0.02, 1.16], [-5.70, -3.25, -1.60], [-0.10, 2.51, 1.01], [-3.99, -0.56, 0.31], [4.55, 3.92, 1.82], [0.38, 0.58, -0.74], [2.49, 0.90, -2.32], [1.48, -0.71, 0.55], [0.67, 0.04, -0.24], [0.20, -1.66, 0.20], [1.59, 0.84, 0.18], [-0.21, 1.24, -0.76], [1.08, 0.28, -0.12], [0.52, -2.06, -1.29], [1.19, -0.64, 0.72], [-1.82, 0.80, 0.61], [1.61, -0.32, -0.61], [-1.99, -2.10, 2.16]],
  "lowdin_charge": [-0.04, -0.06, -0.02, 0.02, -0.03, -0.23, -0.14, -0.11, -0.30, 0.16, 0.08, 0.10, 0.11, 0.12, 0.13, 0.15, 0.10, 0.16, 0.10, 0.16, 0.17, 0.16, 0.21],
  "total_charge": 1,
  "e_above_lowest_kcal_mol": 48.17,
  "gap_ev": 9.7
}

The following electronic energy values (in hartree) correspond, in order, to the records above: -309.7261 -2880.5564 -533.9755.
The following LUMO level values (in eV) correspond, in order, to the records above: 0.951 2.371 -3.636.